Below is a structure of composition C29H29ClLuN2OP at a distorted geometry, with properties calculated with the ωB97M-V functional and the def2-TZVPD basis.

As for the relative energy (zero: lowest compared OMol25 entry of this formula, charge and spin): 0.0 kJ/mol. Its lowest unoccupied orbital energy is -0.2389 Eh. As for the total charge: +2.

```
64
C29H29ClLuN2OP, DFT the ωB97M-V functional and the def2-TZVPD basis
Lu -0.67 -0.60 0.63
Cl -1.62 0.18 2.67
P -0.54 0.91 -1.62
C -1.96 0.10 -2.50
C -1.76 -0.73 -3.61
C -2.88 -1.34 -4.19
C -4.17 -1.11 -3.71
C -4.37 -0.26 -2.62
C -3.27 0.35 -2.02
C -0.81 2.67 -1.92
C 0.02 3.60 -1.25
C -0.17 4.98 -1.36
C -1.21 5.46 -2.16
C -2.00 4.56 -2.88
C -1.80 3.17 -2.78
C 0.89 0.55 -2.68
C 1.78 -0.48 -2.31
C 2.95 -0.61 -3.07
C 3.25 0.23 -4.15
C 2.30 1.15 -4.58
C 1.11 1.29 -3.88
H 0.81 3.22 -0.60
H 0.46 5.68 -0.81
H -1.38 6.54 -2.24
H -2.77 4.93 -3.55
H -2.42 2.49 -3.36
H -0.75 -0.95 -3.95
H -2.72 -2.01 -5.04
H -5.03 -1.55 -4.22
H -5.38 -0.06 -2.26
H -3.42 0.99 -1.15
H 1.62 -1.17 -1.47
H 3.67 -1.39 -2.79
H 4.20 0.14 -4.66
H 2.52 1.76 -5.46
H 0.36 1.98 -4.23
H -0.87 -3.14 -2.66
H -0.11 -3.00 -2.56
C 2.37 -0.61 5.25
N 1.86 -0.54 3.90
N 1.33 -1.61 3.25
C 1.30 -1.32 1.94
O 0.68 -2.10 1.04
C 1.77 0.02 1.74
C 2.20 0.42 3.01
C 2.87 1.66 3.42
C 0.51 -2.55 3.89
C -0.26 -2.16 4.98
C -1.24 -3.01 5.50
C -1.42 -4.28 4.94
C -0.65 -4.65 3.82
C 0.30 -3.79 3.27
H 2.00 -1.53 5.71
H 1.95 0.24 5.81
H 3.46 -0.58 5.31
H 2.11 0.39 0.77
H 2.35 2.14 4.27
H 3.91 1.43 3.73
H 2.86 2.37 2.58
H -0.12 -1.17 5.39
H -1.86 -2.68 6.33
H -2.18 -4.94 5.37
H -0.82 -5.63 3.37
H 0.84 -4.06 2.36
```



Below is a cluster of 2 separate species, C3H10NO2 in total at a distorted geometry, with properties calculated with the ωB97M-V functional and the def2-TZVPD basis.

As for the relative energy (zero: lowest compared OMol25 entry of this formula, charge and spin): 157.5 kJ/mol. Its lowest unoccupied orbital energy is 0.1595 Eh. As for the total charge: -1.

```
16
C3H10NO2, DFT the ωB97M-V functional and the def2-TZVPD basis
C -0.05 1.56 0.89
N 0.34 0.49 0.00
C -0.74 -0.31 -0.44
C -0.60 -1.79 0.03
O -0.93 -1.90 1.42
H 0.51 2.49 0.72
H 0.09 1.31 1.94
H -1.11 1.87 0.73
H -0.44 -1.17 1.83
H -0.87 -0.45 -1.54
H -1.68 -0.02 0.06
H 0.47 -1.98 -0.12
H -1.21 -2.48 -0.49
H 2.06 0.64 -0.92
H 1.76 1.17 -2.28
O 2.40 0.59 -1.85
```



Below is a structure of composition C34H29AuCl2NO3S5Te, with properties calculated with the ωB97M-V functional and the def2-TZVPD basis.

The spin multiplicity is 3. The expectation value of S² is 2.014. As for the relative energy (zero: lowest compared OMol25 entry of this formula, charge and spin): 48.4 kJ/mol. Its lowest unoccupied orbital energy (spin up / spin down) is 0.0868 / 0.0267 Eh. As for the total charge: -1.

```
76
C34H29AuCl2NO3S5Te, DFT the ωB97M-V functional and the def2-TZVPD basis
Au 0.54 -1.57 1.50
S 1.06 -1.97 3.87
S -0.56 -2.82 4.61
S -1.62 -3.83 3.11
S -0.62 -3.77 1.41
Te 3.78 -0.42 1.80
C 5.74 -0.75 2.46
C 6.40 -1.95 2.18
C 7.70 -2.16 2.60
C 8.39 -1.16 3.28
C 7.75 0.04 3.55
C 6.43 0.24 3.16
H 5.87 -2.73 1.64
H 8.19 -3.10 2.38
H 9.41 -1.32 3.59
H 8.27 0.83 4.09
H 5.93 1.17 3.40
O -1.15 0.52 2.06
S -1.64 1.00 0.74
C -0.83 2.60 0.41
C -0.67 3.44 1.64
C 0.23 3.04 2.63
C 0.36 3.79 3.78
C -0.40 4.94 3.97
C -1.30 5.34 2.99
C -1.43 4.58 1.83
C -3.31 1.64 1.09
C -4.12 0.49 1.61
C -4.13 0.21 2.98
C -4.79 -0.91 3.45
C -5.44 -1.76 2.58
C -5.43 -1.49 1.22
C -4.77 -0.37 0.74
H -1.43 3.09 -0.36
H 0.13 2.30 -0.01
H 0.82 2.15 2.48
H 1.06 3.47 4.55
H -0.30 5.52 4.88
H -1.90 6.23 3.13
H -2.14 4.89 1.07
H -3.71 2.04 0.16
H -3.20 2.43 1.83
H -3.59 0.85 3.65
H -4.77 -1.13 4.51
H -5.94 -2.65 2.95
H -5.92 -2.16 0.52
H -4.74 -0.18 -0.33
Cl -0.89 -3.87 -2.18
C -0.84 -3.66 -3.90
C -1.33 -4.68 -4.70
C -1.33 -4.54 -6.08
C -0.81 -3.38 -6.64
C -0.30 -2.38 -5.83
Cl 0.46 -1.02 -6.60
C -0.33 -2.47 -4.43
N 0.17 -1.49 -3.60
C -0.24 -0.15 -3.64
C -1.42 0.23 -4.28
C -1.84 1.55 -4.25
C -1.10 2.51 -3.58
C 0.07 2.13 -2.94
C 0.52 0.81 -2.97
C 1.77 0.42 -2.22
C 1.38 -0.33 -0.95
O 1.23 0.33 0.11
O 1.15 -1.56 -1.05
H -1.72 -5.57 -4.23
H -1.72 -5.32 -6.71
H -0.77 -3.25 -7.71
H 0.50 -1.77 -2.67
H -2.02 -0.52 -4.78
H -2.76 1.83 -4.75
H -1.43 3.54 -3.55
H 0.66 2.86 -2.40
H 2.34 1.31 -1.97
H 2.38 -0.24 -2.84
```



Below is a cluster of 2 separate species, CH6Cl3NSi2 in total at a distorted geometry, with properties calculated with the ωB97M-V functional and the def2-TZVPD basis.

As for the relative energy (zero: lowest compared OMol25 entry of this formula, charge and spin): 181.1 kJ/mol. Its lowest unoccupied orbital energy is 0.0033 Eh. As for the total charge: 0.

```
13
CH6Cl3NSi2, DFT the ωB97M-V functional and the def2-TZVPD basis
C 3.47 0.03 0.34
N 0.13 0.53 0.19
Si -0.94 0.44 -1.18
Si 1.06 -0.78 0.78
Cl 4.64 -0.09 1.67
Cl 3.19 1.70 -0.22
Cl 4.13 -0.92 -1.05
H 0.21 1.46 0.77
H 0.11 -0.44 -1.83
H -2.30 -0.18 -1.19
H -0.67 1.80 -1.57
H 1.26 -0.80 2.14
H 0.72 -2.09 0.06
```



Below is a structure of composition C26H68B3F6MgNO16S2 at a distorted geometry, with properties calculated with the ωB97M-V functional and the def2-TZVPD basis.

Its lowest unoccupied orbital energy is 0.0268 Eh. As for the total charge: -2.

```
123
C26H68B3F6MgNO16S2, DFT the ωB97M-V functional and the def2-TZVPD basis
Mg -0.49 -0.98 3.47
C 7.76 -6.71 5.78
F 8.98 -7.29 5.87
F 7.49 -6.31 4.49
F 6.81 -7.59 6.16
S 7.73 -5.14 6.87
O 7.09 -5.52 8.09
O 9.05 -4.72 7.18
N 6.47 -4.06 6.26
S 7.31 -3.07 5.39
O 7.30 -1.77 6.04
O 8.65 -3.48 4.89
C 6.30 -2.83 3.75
F 7.03 -2.19 2.82
F 6.02 -4.01 3.30
F 5.25 -2.04 4.01
B -0.43 -2.20 0.49
H 0.37 -1.50 0.69
H -1.36 -1.72 0.75
H -0.54 -2.49 -0.54
H -0.37 -3.04 1.16
B 1.16 -1.97 6.62
H 0.50 -1.11 6.67
H 0.88 -2.68 7.39
H 1.27 -2.46 5.67
H 2.12 -1.62 6.95
B -1.13 2.73 3.05
H -0.22 2.14 3.08
H -1.93 2.02 3.18
H -1.02 3.42 3.88
H -1.22 3.21 2.09
C -3.29 -3.38 6.41
O -2.87 -3.73 5.09
C -3.42 -4.89 4.56
C -2.84 -6.14 5.14
O -1.42 -6.14 5.17
C -0.77 -7.41 5.45
C 0.68 -7.18 5.76
O 0.89 -6.62 7.08
C 0.70 -7.54 8.18
H -2.89 -2.40 6.68
H -2.89 -4.09 7.12
H -4.36 -3.34 6.62
H -3.14 -4.95 3.51
H -4.47 -4.86 4.85
H -3.32 -7.03 4.71
H -3.15 -6.14 6.18
H -0.80 -8.09 4.60
H -1.29 -7.94 6.25
H 1.31 -6.68 5.02
H 1.13 -8.17 5.79
H 1.01 -7.03 9.09
H 1.34 -8.42 8.15
H -0.35 -7.82 8.22
C -8.62 -3.11 -3.20
O -7.49 -2.50 -2.61
C -6.83 -1.53 -3.59
C -5.97 -2.13 -4.73
O -6.85 -2.72 -5.70
C -6.24 -2.92 -7.03
C -6.71 -1.71 -7.84
O -5.81 -0.62 -7.52
C -6.35 0.57 -7.96
H -9.08 -3.74 -2.44
H -8.30 -3.90 -3.88
H -9.44 -2.46 -3.53
H -6.22 -0.80 -3.06
H -7.65 -1.01 -4.08
H -5.30 -2.84 -4.25
H -5.47 -1.27 -5.17
H -6.52 -3.86 -7.50
H -5.16 -3.05 -6.89
H -7.75 -1.46 -7.60
H -6.67 -1.86 -8.92
H -7.16 0.95 -7.34
H -6.48 0.60 -9.05
H -5.63 1.36 -7.76
C 0.88 13.04 1.19
O 0.06 11.89 1.46
C -1.27 12.25 1.40
C -2.00 10.87 1.44
O -1.37 9.87 0.55
C -1.22 10.23 -0.82
C -0.99 8.95 -1.65
O -0.38 7.96 -0.79
C 0.10 6.88 -1.67
H 0.36 13.91 0.78
H 1.34 12.46 0.39
H 1.61 13.20 1.99
H -1.59 12.80 0.51
H -1.53 12.90 2.24
H -3.06 10.85 1.17
H -1.96 10.41 2.42
H -0.50 11.03 -1.01
H -2.15 10.59 -1.26
H -0.40 9.16 -2.54
H -1.96 8.60 -2.00
H 1.00 7.22 -2.19
H -0.67 6.63 -2.40
H 0.37 6.01 -1.07
C 1.92 -1.02 -8.24
O 2.77 -0.44 -7.28
C 2.51 -0.83 -5.91
C 3.77 -0.77 -5.06
O 4.58 0.38 -5.57
C 5.39 1.05 -4.67
C 6.29 2.12 -5.35
O 5.69 2.57 -6.55
C 6.48 3.67 -7.05
H 1.74 -2.08 -8.11
H 2.10 -0.83 -9.30
H 0.90 -0.66 -8.09
H 2.02 -1.79 -5.77
H 1.70 -0.25 -5.47
H 4.33 -1.70 -5.18
H 3.61 -0.55 -4.00
H 5.90 0.32 -4.04
H 4.73 1.52 -3.94
H 7.26 1.68 -5.58
H 6.49 2.94 -4.66
H 6.49 3.63 -8.14
H 7.56 3.60 -6.89
H 6.18 4.68 -6.80
```



Below is a cluster of 4 separate species, C17H24F14I2NO13S4 in total at a distorted geometry, with properties calculated with the ωB97M-V functional and the def2-TZVPD basis.

Its lowest unoccupied orbital energy is -0.1597 Eh. As for the total charge: +1.

```
75
C17H24F14I2NO13S4, DFT the ωB97M-V functional and the def2-TZVPD basis
C 7.89 0.06 2.86
C 8.71 1.35 2.39
I 9.26 2.59 4.14
C 8.07 2.19 1.17
I 8.90 4.24 1.31
N 6.57 2.17 1.07
C 5.85 3.13 2.00
C 4.43 2.61 2.52
C 3.18 3.04 1.63
F 3.19 2.43 0.32
F 3.40 4.44 1.34
C 1.77 2.99 2.35
F 0.87 3.75 1.53
F 1.92 3.85 3.51
C 1.21 1.63 2.91
F 1.82 1.47 4.21
F -0.17 1.84 3.24
C 1.46 0.26 2.17
F 2.78 0.00 1.73
F 1.24 -0.74 3.18
S 0.30 -0.22 0.78
F 0.79 -1.83 0.97
F -0.98 -0.52 1.79
F -0.15 1.33 0.43
F 1.56 -0.06 -0.32
F -0.65 -0.73 -0.49
C 6.25 2.59 -0.37
C 5.97 1.21 -1.17
O 6.96 0.60 -1.60
F 4.69 0.70 -1.44
H 7.36 0.23 3.87
H 7.21 -0.39 2.06
H 8.68 -0.76 3.08
H 9.73 0.97 2.01
H 8.50 1.76 0.20
H 6.12 1.24 1.18
H 5.85 4.16 1.53
H 6.52 3.22 2.94
H 4.53 1.48 2.71
H 4.29 3.07 3.57
H 5.38 3.33 -0.43
H 7.14 3.07 -0.89
C -4.38 1.00 3.47
C -3.79 -0.40 3.31
O -4.91 -1.24 3.04
S -6.02 -0.40 2.21
O -5.86 -0.68 0.82
O -7.27 -0.52 2.89
O -5.42 1.08 2.50
H -4.83 1.12 4.46
H -3.64 1.78 3.31
H -3.26 -0.73 4.20
H -3.12 -0.44 2.45
C -7.44 -2.02 -2.72
C -6.73 -2.97 -1.77
O -7.57 -4.13 -1.72
S -8.30 -4.32 -3.15
O -7.56 -5.28 -3.91
O -9.71 -4.43 -2.93
O -7.99 -2.85 -3.75
H -8.27 -1.50 -2.22
H -6.76 -1.28 -3.15
H -6.60 -2.54 -0.78
H -5.76 -3.27 -2.17
C -5.91 -3.40 -6.22
C -4.82 -3.93 -7.13
O -3.90 -2.85 -7.27
S -3.89 -1.97 -5.91
O -2.78 -2.39 -5.11
O -4.13 -0.60 -6.25
O -5.24 -2.59 -5.25
H -6.61 -2.77 -6.77
H -6.46 -4.21 -5.72
H -5.20 -4.25 -8.10
H -4.28 -4.77 -6.66
```



no.,calculated total energy (eV)
1,-90990.2072
2,-8857.1616
3,-133570.8689
4,-55945.1079
5,-107741.5609
6,-143696.4752